(1)
A structure of composition C30H27BMgN8PSbSe4, computed with wB97M-V/def2-TZVPD.

Computed properties:
LUMO level (spin up / spin down)   2.1094 / 1.6407 eV
Energy above the lowest of the compared OMol25 structures with the same formula, charge and spin   1.375 eV
Spin multiplicity   2
Total charge   -1

Last column: Mulliken spin population.
Positions of all 73 atoms, in Å:
Mg (-0.34, 2.07, 2.50)  0.00
C (3.20, 1.35, 0.14)  0.00
C (2.14, 2.17, 0.55)  0.00
N (1.36, 1.51, 1.39)  0.00
N (1.88, 0.27, 1.54)  0.00
C (2.99, 0.16, 0.79)  0.00
B (1.17, -0.67, 2.54)  0.00
N (1.20, 0.02, 3.95)  0.00
C (1.73, -0.45, 5.09)  0.00
C (1.51, 0.48, 6.09)  0.00
C (0.83, 1.52, 5.46)  0.00
N (0.65, 1.24, 4.17)  0.00
N (-0.31, -0.85, 2.10)  0.00
C (-0.89, -1.88, 1.44)  0.00
C (-2.17, -1.52, 1.11)  0.00
C (-2.30, -0.21, 1.58)  0.00
N (-1.18, 0.18, 2.17)  0.00
N (1.79, -2.06, 2.68)  0.00
C (1.22, -3.10, 3.35)  0.00
C (2.11, -4.14, 3.36)  0.00
C (3.22, -3.64, 2.65)  0.00
N (3.02, -2.40, 2.25)  0.00
H (3.99, 1.60, -0.54)  0.00
H (1.91, 3.18, 0.28)  0.00
H (3.55, -0.76, 0.79)  0.00
H (2.23, -1.41, 5.12)  0.00
H (1.81, 0.41, 7.12)  0.00
H (0.46, 2.45, 5.86)  0.00
H (-0.36, -2.80, 1.26)  0.00
H (-2.90, -2.10, 0.58)  0.00
H (-3.13, 0.47, 1.52)  0.00
H (0.24, -3.00, 3.78)  0.00
H (1.98, -5.11, 3.80)  0.00
H (4.15, -4.14, 2.41)  0.00
Se (-4.90, 4.79, 4.42)  0.61
Sb (-3.76, 5.21, 2.29)  -0.04
Se (-1.48, 4.15, 2.42)  -0.01
Se (-5.44, 3.64, 1.45)  0.44
Se (-3.45, 7.38, 1.38)  -0.01
C (1.14, 1.99, -6.21)  0.00
C (2.13, 1.34, -5.48)  0.00
C (1.84, 0.86, -4.21)  0.00
C (0.57, 0.99, -3.67)  0.00
C (-0.41, 1.64, -4.41)  0.00
C (-0.12, 2.14, -5.67)  0.00
P (0.30, 0.33, -1.97)  0.00
C (0.34, -1.47, -2.32)  0.00
C (-0.10, -2.05, -3.51)  0.00
C (-0.03, -3.43, -3.68)  0.00
C (0.48, -4.24, -2.68)  0.00
C (0.94, -3.67, -1.50)  0.00
C (0.87, -2.29, -1.33)  0.00
C (-1.45, 0.68, -1.68)  0.00
C (-2.52, -0.15, -2.02)  0.00
C (-3.82, 0.23, -1.71)  0.02
C (-4.07, 1.43, -1.06)  -0.03
C (-3.01, 2.26, -0.72)  0.00
C (-1.71, 1.88, -1.02)  0.02
H (1.37, 2.38, -7.20)  0.00
H (3.13, 1.22, -5.89)  0.00
H (2.62, 0.36, -3.64)  0.00
H (-1.41, 1.77, -4.00)  0.00
H (-0.90, 2.65, -6.24)  0.00
H (-0.49, -1.43, -4.30)  0.00
H (-0.38, -3.87, -4.61)  0.00
H (0.54, -5.31, -2.82)  0.00
H (1.35, -4.29, -0.72)  0.00
H (1.24, -1.84, -0.41)  0.00
H (-2.33, -1.10, -2.51)  0.00
H (-4.64, -0.43, -1.97)  0.00
H (-5.08, 1.72, -0.80)  -0.01
H (-3.21, 3.18, -0.18)  0.02
H (-0.90, 2.53, -0.72)  0.00

---

(2)
A structure of composition C30H27CdN10S2, computed with wB97M-V/def2-TZVPD.

Computed properties:
LUMO level   -2.1677 eV
Total charge   +1

Last column: Löwdin charge in e.
Positions of all 70 atoms, in Å:
Cd (0.07, 0.08, -0.37)  1.36
C (2.25, 1.10, 2.09)  -0.15
N (2.37, -0.16, 1.35)  -0.09
C (2.28, -1.33, 2.21)  -0.15
C (0.86, -1.59, 2.62)  -0.35
N (-0.13, -0.75, 2.50)  0.13
C (-1.24, -1.42, 3.04)  -0.23
C (-2.56, -1.02, 3.17)  -0.02
C (-3.45, -1.89, 3.77)  -0.08
C (-3.03, -3.13, 4.26)  -0.08
C (-1.72, -3.54, 4.16)  -0.01
C (-0.84, -2.66, 3.53)  -0.21
N (0.51, -2.76, 3.23)  0.17
C (1.82, 2.18, 1.17)  -0.31
N (0.83, 2.05, 0.31)  0.05
C (0.70, 3.29, -0.32)  -0.22
C (-0.19, 3.73, -1.30)  -0.01
C (-0.07, 5.04, -1.72)  -0.06
C (0.89, 5.91, -1.18)  -0.07
C (1.77, 5.49, -0.21)  -0.01
C (1.65, 4.16, 0.20)  -0.18
N (2.35, 3.42, 1.14)  0.18
H (3.16, 1.39, 2.63)  0.13
H (1.46, 0.96, 2.82)  0.12
H (3.25, -0.17, 0.84)  0.12
H (2.89, -1.23, 3.12)  0.13
H (2.65, -2.20, 1.67)  0.13
H (-2.90, -0.05, 2.81)  0.08
H (-4.49, -1.60, 3.88)  0.11
H (-3.76, -3.78, 4.73)  0.11
H (-1.39, -4.50, 4.53)  0.11
H (1.12, -3.53, 3.43)  0.17
H (-0.94, 3.08, -1.72)  0.08
H (-0.75, 5.42, -2.48)  0.11
H (0.94, 6.93, -1.54)  0.11
H (2.51, 6.15, 0.21)  0.12
H (3.09, 3.75, 1.74)  0.17
N (-3.38, 1.23, 0.60)  0.12
C (-3.15, 1.27, -0.74)  -0.70
N (-1.99, 1.01, -1.27)  -0.01
C (-2.04, 1.12, -2.65)  -0.39
C (-3.25, 1.45, -3.15)  -0.33
S (-4.40, 1.63, -1.87)  1.09
C (-0.82, 0.91, -3.44)  -0.37
C (-0.75, 0.77, -4.78)  -0.34
S (0.89, 0.58, -5.27)  1.09
C (1.37, 0.67, -3.61)  -0.70
N (0.39, 0.86, -2.77)  0.02
N (2.68, 0.61, -3.22)  0.10
H (-2.57, 1.31, 1.20)  0.08
H (-4.24, 1.61, 0.96)  0.10
H (-3.54, 1.60, -4.17)  0.08
H (-1.55, 0.76, -5.50)  0.08
H (3.33, 0.16, -3.85)  0.10
H (2.81, 0.39, -2.25)  0.08
C (0.03, -2.08, -0.81)  -0.24
C (-1.40, -2.50, -0.82)  -0.35
C (-2.27, -2.14, -1.86)  -0.07
C (-3.61, -2.43, -1.81)  -0.03
C (-4.14, -3.12, -0.72)  -0.24
C (-3.29, -3.56, 0.28)  -0.02
C (-1.94, -3.27, 0.22)  -0.05
C (-5.55, -3.37, -0.64)  -0.19
N (-6.68, -3.56, -0.56)  0.15
H (0.47, -2.21, -1.80)  0.02
H (0.61, -2.65, -0.09)  0.01
H (-1.87, -1.61, -2.72)  0.10
H (-4.27, -2.12, -2.62)  0.12
H (-3.69, -4.13, 1.11)  0.12
H (-1.28, -3.63, 1.00)  0.10

---

(3)
A structure of composition C30H27CdN2O2SSbSe4 in a non-equilibrium geometry, computed with wB97M-V/def2-TZVPD.

Computed properties:
LUMO level   4.4336 eV
Energy above the lowest of the compared OMol25 structures with the same formula, charge and spin   0.862 eV
Total charge   -2

Last column: Löwdin charge in e.
Positions of all 68 atoms, in Å:
Cd (-2.44, 0.42, 0.73)  1.17
C (-3.27, 3.20, 4.18)  -0.05
C (-2.57, 2.20, 3.26)  -0.52
O (-3.29, 1.34, 2.66)  -0.16
C (-1.21, 2.36, 3.10)  -0.07
C (-0.45, 1.56, 2.21)  -0.42
C (0.66, 2.20, 1.41)  -0.07
N (-0.61, 0.27, 2.00)  -0.08
N (-1.15, -0.47, 3.00)  0.02
C (-2.10, -1.33, 2.78)  -0.53
O (-2.80, -1.45, 1.71)  -0.33
C (-2.37, -2.22, 3.93)  -0.13
C (-3.51, -3.02, 3.94)  -0.03
C (-3.76, -3.86, 5.01)  -0.11
C (-2.87, -3.92, 6.08)  -0.13
C (-1.74, -3.12, 6.07)  -0.11
C (-1.50, -2.27, 5.01)  -0.04
H (-4.32, 3.27, 3.91)  0.07
H (-2.80, 4.18, 4.11)  0.06
H (-3.19, 2.85, 5.21)  0.07
H (-0.76, 3.27, 3.47)  0.08
H (1.12, 3.01, 1.98)  0.07
H (0.25, 2.63, 0.49)  0.05
H (1.41, 1.46, 1.15)  0.03
H (-4.19, -2.96, 3.11)  0.11
H (-4.65, -4.48, 5.02)  0.09
H (-3.06, -4.60, 6.90)  0.08
H (-1.06, -3.15, 6.91)  0.09
H (-0.63, -1.62, 4.99)  0.10
Se (-2.39, 2.26, -1.29)  -0.27
Se (-3.89, 1.54, -2.86)  -0.23
Se (-3.92, -0.98, -2.87)  -0.07
Se (-2.72, -1.69, -0.98)  -0.13
S (-0.94, -2.53, -1.66)  -0.16
Sb (0.92, 0.33, -1.76)  1.45
C (2.06, -1.50, -2.09)  -0.44
C (2.53, -2.19, -0.98)  -0.17
C (3.16, -3.41, -1.13)  -0.11
C (3.30, -3.97, -2.38)  -0.12
C (2.81, -3.30, -3.49)  -0.11
C (2.20, -2.06, -3.34)  -0.14
C (2.76, 1.56, -1.48)  -0.34
C (3.48, 1.26, -0.32)  -0.17
C (4.42, 2.13, 0.21)  -0.11
C (4.69, 3.33, -0.42)  -0.12
C (4.03, 3.62, -1.60)  -0.11
C (3.08, 2.75, -2.11)  -0.13
C (0.37, 0.61, -3.86)  -0.37
C (0.75, 1.67, -4.67)  -0.13
C (0.17, 1.87, -5.92)  -0.11
C (-0.81, 1.01, -6.37)  -0.11
C (-1.19, -0.06, -5.58)  -0.10
C (-0.60, -0.26, -4.34)  -0.19
H (2.37, -1.79, 0.02)  0.09
H (3.53, -3.94, -0.26)  0.09
H (3.79, -4.93, -2.50)  0.09
H (2.90, -3.74, -4.47)  0.09
H (1.79, -1.56, -4.20)  0.08
H (3.29, 0.33, 0.19)  0.08
H (4.93, 1.88, 1.13)  0.10
H (5.39, 4.04, 0.01)  0.09
H (4.25, 4.54, -2.13)  0.09
H (2.56, 3.04, -3.01)  0.06
H (1.49, 2.38, -4.33)  0.06
H (0.49, 2.70, -6.53)  0.09
H (-1.28, 1.18, -7.33)  0.09
H (-1.97, -0.74, -5.91)  0.10
H (-0.91, -1.10, -3.73)  -0.01

---

Q: Look up the total charge of the third one.
A: -2

---

What did the third record say?
A structure of composition C30H27CdN2O2SSbSe4 in a non-equilibrium geometry, computed with wB97M-V/def2-TZVPD.

Computed properties:
LUMO level   4.4336 eV
Energy above the lowest of the compared OMol25 structures with the same formula, charge and spin   0.862 eV
Total charge   -2

Last column: Löwdin charge in e.
Positions of all 68 atoms, in Å:
Cd (-2.44, 0.42, 0.73)  1.17
C (-3.27, 3.20, 4.18)  -0.05
C (-2.57, 2.20, 3.26)  -0.52
O (-3.29, 1.34, 2.66)  -0.16
C (-1.21, 2.36, 3.10)  -0.07
C (-0.45, 1.56, 2.21)  -0.42
C (0.66, 2.20, 1.41)  -0.07
N (-0.61, 0.27, 2.00)  -0.08
N (-1.15, -0.47, 3.00)  0.02
C (-2.10, -1.33, 2.78)  -0.53
O (-2.80, -1.45, 1.71)  -0.33
C (-2.37, -2.22, 3.93)  -0.13
C (-3.51, -3.02, 3.94)  -0.03
C (-3.76, -3.86, 5.01)  -0.11
C (-2.87, -3.92, 6.08)  -0.13
C (-1.74, -3.12, 6.07)  -0.11
C (-1.50, -2.27, 5.01)  -0.04
H (-4.32, 3.27, 3.91)  0.07
H (-2.80, 4.18, 4.11)  0.06
H (-3.19, 2.85, 5.21)  0.07
H (-0.76, 3.27, 3.47)  0.08
H (1.12, 3.01, 1.98)  0.07
H (0.25, 2.63, 0.49)  0.05
H (1.41, 1.46, 1.15)  0.03
H (-4.19, -2.96, 3.11)  0.11
H (-4.65, -4.48, 5.02)  0.09
H (-3.06, -4.60, 6.90)  0.08
H (-1.06, -3.15, 6.91)  0.09
H (-0.63, -1.62, 4.99)  0.10
Se (-2.39, 2.26, -1.29)  -0.27
Se (-3.89, 1.54, -2.86)  -0.23
Se (-3.92, -0.98, -2.87)  -0.07
Se (-2.72, -1.69, -0.98)  -0.13
S (-0.94, -2.53, -1.66)  -0.16
Sb (0.92, 0.33, -1.76)  1.45
C (2.06, -1.50, -2.09)  -0.44
C (2.53, -2.19, -0.98)  -0.17
C (3.16, -3.41, -1.13)  -0.11
C (3.30, -3.97, -2.38)  -0.12
C (2.81, -3.30, -3.49)  -0.11
C (2.20, -2.06, -3.34)  -0.14
C (2.76, 1.56, -1.48)  -0.34
C (3.48, 1.26, -0.32)  -0.17
C (4.42, 2.13, 0.21)  -0.11
C (4.69, 3.33, -0.42)  -0.12
C (4.03, 3.62, -1.60)  -0.11
C (3.08, 2.75, -2.11)  -0.13
C (0.37, 0.61, -3.86)  -0.37
C (0.75, 1.67, -4.67)  -0.13
C (0.17, 1.87, -5.92)  -0.11
C (-0.81, 1.01, -6.37)  -0.11
C (-1.19, -0.06, -5.58)  -0.10
C (-0.60, -0.26, -4.34)  -0.19
H (2.37, -1.79, 0.02)  0.09
H (3.53, -3.94, -0.26)  0.09
H (3.79, -4.93, -2.50)  0.09
H (2.90, -3.74, -4.47)  0.09
H (1.79, -1.56, -4.20)  0.08
H (3.29, 0.33, 0.19)  0.08
H (4.93, 1.88, 1.13)  0.10
H (5.39, 4.04, 0.01)  0.09
H (4.25, 4.54, -2.13)  0.09
H (2.56, 3.04, -3.01)  0.06
H (1.49, 2.38, -4.33)  0.06
H (0.49, 2.70, -6.53)  0.09
H (-1.28, 1.18, -7.33)  0.09
H (-1.97, -0.74, -5.91)  0.10
H (-0.91, -1.10, -3.73)  -0.01

---

Q: Which value of total charge does entry 1 give?
A: -1

---

Q: Which of these has the highest total charge?
A: C30H27CdN10S2